C7H14Br2O2PPbS | ωB97M-V with the def2-TZVPD basis set

```
28
Properties=species:S:1:pos:R:3:forces:R:3
Br -0.947 -2.360 1.781 0.000 -0.094 0.302
S -2.262 -0.917 -2.364 -0.261 -0.464 0.092
H 1.416 2.282 -1.190 0.148 0.229 0.067
H 0.352 -0.865 -1.948 -0.072 0.064 0.061
H -0.659 1.387 0.272 -0.306 0.205 0.088
H -0.832 1.619 -1.506 -0.175 0.004 -0.144
C 2.787 0.616 0.905 -0.282 -0.156 0.067
H -4.267 1.189 0.947 -0.169 0.036 0.139
C 3.029 -0.759 0.354 -1.079 -0.129 -0.797
O 1.729 1.299 0.577 0.613 0.444 0.172
H -2.276 0.350 -2.770 0.186 0.293 0.010
C -2.762 -0.289 1.139 0.150 0.083 -0.272
C -3.424 0.818 0.380 -0.408 0.225 0.181
H 2.211 -1.462 0.556 -0.031 0.029 0.173
C -0.324 1.091 -0.712 0.803 -0.468 0.523
H 1.626 0.549 -1.410 0.240 -0.210 0.034
Pb 5.170 -1.459 2.176 0.806 0.287 1.526
H 0.583 -0.971 0.083 -0.022 0.005 0.086
Br -3.594 -0.615 2.787 -0.141 -0.215 0.503
H -0.595 -2.317 -0.853 -0.177 -0.040 -0.112
O 3.588 0.968 1.762 0.055 0.078 0.482
C -1.708 -0.976 0.719 0.179 -0.083 -0.025
H -3.823 0.477 -0.567 0.187 -0.084 -0.300
C 1.169 1.312 -0.779 -0.649 -0.113 -0.178
H 3.923 -0.945 0.954 -0.455 -0.310 -1.714
H -2.778 1.677 0.243 0.238 0.034 -0.239
P -0.601 -0.876 -0.838 0.425 0.360 -0.552
H 3.269 -0.824 -0.699 0.194 -0.011 -0.172
```
Forces are in eV/Å.

Summary:
- net charge = +1
- molar mass (Da) = 560.24
- E_HOMO (hartree) = -0.3783
- frontier orbital gap (Ha) = 0.088
- E_tot (Eh) = -6505.418118
- LUMO level (eV) = -7.9

***

C7H14Br9NO | ωB97M-V with the def2-TZVPD basis set

```
32
Properties=species:S:1:pos:R:3:forces:R:3
Br -0.846 -0.933 1.930 1.184 0.891 0.059
C -0.662 2.936 -1.242 1.004 -0.201 0.398
H -0.862 3.121 -2.298 0.152 -0.914 -0.414
H 0.838 1.051 1.376 -0.447 -0.328 -0.161
H -1.124 0.119 -0.795 0.169 0.121 0.119
H -2.797 0.191 -0.357 -0.132 0.524 0.325
H 1.519 1.873 -2.785 -0.221 -0.576 0.147
H -2.767 3.878 -0.553 -0.389 0.463 -0.002
C 2.174 -2.044 -0.110 0.859 -0.205 -0.570
Br 0.873 -4.471 2.779 -0.706 -0.721 -0.796
Br -1.617 -6.297 1.596 0.457 0.309 0.009
H -2.283 0.652 -1.957 -0.154 0.180 -0.144
Br 2.079 -0.131 3.220 -0.786 0.116 -0.649
Br 0.721 -3.002 -0.979 0.422 0.545 0.048
O 0.611 2.324 -0.915 0.190 -0.206 -0.670
Br -0.422 1.844 3.430 0.388 -0.340 -0.612
H -3.633 2.640 -0.006 -0.432 0.022 -0.046
C 0.236 -5.824 1.463 1.388 -0.336 0.327
H 1.783 3.452 -2.249 0.024 0.431 0.360
Br 3.624 -3.314 0.316 -0.583 0.665 -0.201
H 2.645 2.148 -1.434 -0.405 0.025 0.300
Br 2.916 -0.518 -1.230 -0.841 -1.544 1.096
C -1.773 2.185 -0.513 0.244 -1.193 -0.135
Br 1.421 -7.410 1.593 -0.541 0.385 0.156
H 1.797 -1.673 0.842 0.159 0.160 -0.351
H -0.627 3.962 -0.875 -0.049 0.225 0.512
C 1.687 2.436 -1.866 -0.899 0.805 -0.377
N -2.996 2.912 -0.740 -0.156 0.564 0.314
H 0.518 -5.491 0.464 -0.589 0.397 0.350
C 0.468 0.530 2.259 -0.311 -0.285 1.403
H -1.483 2.126 0.536 0.146 0.431 0.370
C -2.021 0.729 -0.901 0.854 -0.413 -1.162
```
Forces are in eV/Å.

Summary:
- net charge = 0
- molar mass (Da) = 847.33
- E_HOMO (hartree) = -0.3559
- frontier orbital gap (Ha) = 0.336
- E_tot (Eh) = -23571.155825
- LUMO level (eV) = -0.6

***

C7H14BrClOSi2 | ωB97M-V with the def2-TZVPD basis set

```
26
Properties=species:S:1:pos:R:3:forces:R:3
H 0.676 -2.489 -1.893 0.582 0.992 0.520
Si -1.023 1.288 -0.266 1.577 -1.250 -0.180
H 1.261 2.217 -0.069 2.239 -0.801 1.779
H 0.738 2.307 -1.693 -0.392 0.691 0.682
H -2.433 0.074 -1.902 -2.890 -2.314 0.093
H 0.289 -1.264 2.962 -0.802 1.994 1.486
Cl -1.150 -3.125 -0.829 -0.525 -0.750 0.529
H 0.136 3.549 -0.303 0.733 -1.925 -1.229
H -0.854 0.250 -2.529 0.532 -0.640 0.174
H -2.501 2.980 1.104 0.561 -2.552 -0.512
C 0.442 2.454 -0.627 -3.317 2.148 -1.009
Br 5.295 0.503 -0.204 -0.706 -0.262 -0.014
C -1.668 0.715 -1.996 3.788 -0.597 3.461
H -3.224 1.386 0.825 -2.460 -1.075 -0.821
H -1.854 1.482 -2.590 -1.480 3.808 -2.479
C 3.630 -0.220 -0.025 2.330 0.857 -0.249
H -0.244 -2.702 2.261 -2.676 -2.325 -0.102
O -0.235 -0.041 0.510 -0.388 0.304 -0.857
C 2.584 -0.761 0.154 -2.662 -0.627 0.907
H 1.294 -3.438 -0.658 -0.176 -0.955 0.607
C 0.569 -2.660 -0.813 -0.208 1.390 -0.439
C -2.304 1.794 1.015 0.918 4.561 -2.066
C 0.519 -2.052 2.347 0.072 2.964 -4.382
H 1.348 -2.466 2.678 3.929 -2.320 1.590
H -2.094 1.517 1.971 1.179 -0.956 2.735
Si 0.802 -1.298 0.569 0.241 -0.362 -0.224
```
Forces are in eV/Å.

Summary:
- energy above the lowest of the compared OMol25 structures with the same formula, charge and spin (kcal/mol) = 20.3
- net charge = 0
- molar mass (Da) = 285.72
- E_HOMO (hartree) = -0.3551
- structure (SMILES) = C[Si](C)(C)O[Si@](C)(C#CBr)CCl
- frontier orbital gap (Ha) = 0.377
- E_tot (Eh) = -3963.568124
- LUMO level (eV) = 0.6

***

C7H14Cl2FNO2P | ωB97M-V with the def2-TZVPD basis set

```
28
Properties=species:S:1:pos:R:3:forces:R:3
H -2.192 -1.349 -0.046 1.663 0.885 0.051
H 1.705 0.115 -2.646 -0.841 0.170 1.725
H 3.005 -1.768 -2.181 0.611 0.666 1.708
H 3.628 -2.142 -0.439 -0.103 1.399 -1.347
H -1.783 1.405 -0.357 0.239 -0.941 1.337
C -1.199 -0.777 0.149 -1.072 -0.113 0.411
C 0.679 -3.149 -0.373 -0.595 0.735 3.223
Cl 0.852 2.022 -1.412 -0.123 -1.736 -0.116
H -0.735 -1.271 1.072 -0.222 0.679 -1.589
H -3.883 0.458 0.878 1.466 0.335 0.959
O 0.422 -2.545 -1.642 -0.209 0.545 3.354
H -2.981 1.616 2.120 -0.063 -1.795 -1.243
H -2.797 -0.261 2.232 -0.218 1.389 -1.119
C 3.473 -1.312 -1.222 -0.311 -0.025 -0.258
Cl 2.060 -0.419 1.152 0.254 0.223 -1.432
F -0.585 1.334 1.364 -1.300 -1.111 -1.527
H -1.367 3.486 2.359 -0.079 0.049 0.146
C -2.936 0.625 1.507 0.793 0.262 -0.157
C 1.291 0.240 -1.568 1.699 -0.169 -0.481
H 4.476 -0.853 -1.579 -1.674 -0.823 0.914
N 0.750 -3.389 0.816 -0.219 0.863 -6.526
C -1.620 0.725 0.548 -0.753 0.196 1.167
P -0.185 -0.933 -1.431 0.423 -0.204 1.202
C 2.536 -0.128 -0.593 1.246 0.509 -1.082
H -2.509 4.357 1.854 -0.025 0.024 0.210
H -1.055 -0.689 -2.563 0.763 -0.449 0.727
H 3.210 0.816 -0.590 -1.479 -1.481 0.118
O -2.258 3.783 2.589 0.128 -0.081 -0.374
```
Forces are in eV/Å.

Summary:
- net charge = +1
- molar mass (Da) = 265.07
- E_HOMO (hartree) = -0.5122
- frontier orbital gap (Ha) = 0.327
- E_tot (Eh) = -1841.574252
- LUMO level (eV) = -5.0

***

Repeat the fourth record exactly.
C7H14Cl2FNO2P | ωB97M-V with the def2-TZVPD basis set

```
28
Properties=species:S:1:pos:R:3:forces:R:3
H -2.192 -1.349 -0.046 1.663 0.885 0.051
H 1.705 0.115 -2.646 -0.841 0.170 1.725
H 3.005 -1.768 -2.181 0.611 0.666 1.708
H 3.628 -2.142 -0.439 -0.103 1.399 -1.347
H -1.783 1.405 -0.357 0.239 -0.941 1.337
C -1.199 -0.777 0.149 -1.072 -0.113 0.411
C 0.679 -3.149 -0.373 -0.595 0.735 3.223
Cl 0.852 2.022 -1.412 -0.123 -1.736 -0.116
H -0.735 -1.271 1.072 -0.222 0.679 -1.589
H -3.883 0.458 0.878 1.466 0.335 0.959
O 0.422 -2.545 -1.642 -0.209 0.545 3.354
H -2.981 1.616 2.120 -0.063 -1.795 -1.243
H -2.797 -0.261 2.232 -0.218 1.389 -1.119
C 3.473 -1.312 -1.222 -0.311 -0.025 -0.258
Cl 2.060 -0.419 1.152 0.254 0.223 -1.432
F -0.585 1.334 1.364 -1.300 -1.111 -1.527
H -1.367 3.486 2.359 -0.079 0.049 0.146
C -2.936 0.625 1.507 0.793 0.262 -0.157
C 1.291 0.240 -1.568 1.699 -0.169 -0.481
H 4.476 -0.853 -1.579 -1.674 -0.823 0.914
N 0.750 -3.389 0.816 -0.219 0.863 -6.526
C -1.620 0.725 0.548 -0.753 0.196 1.167
P -0.185 -0.933 -1.431 0.423 -0.204 1.202
C 2.536 -0.128 -0.593 1.246 0.509 -1.082
H -2.509 4.357 1.854 -0.025 0.024 0.210
H -1.055 -0.689 -2.563 0.763 -0.449 0.727
H 3.210 0.816 -0.590 -1.479 -1.481 0.118
O -2.258 3.783 2.589 0.128 -0.081 -0.374
```
Forces are in eV/Å.

Summary:
- net charge = +1
- molar mass (Da) = 265.07
- E_HOMO (hartree) = -0.5122
- frontier orbital gap (Ha) = 0.327
- E_tot (Eh) = -1841.574252
- LUMO level (eV) = -5.0